The following is a quantum chemistry calculation of a single C4H5NO2 molecule, from the OMol25 dataset.

Structure (XYZ):
```
12
C4H5NO2 ωB97M-V with the def2-TZVPD basis set
N 1.089 1.382 0.926
C 0.963 0.923 -0.292
C -1.859 -0.366 -0.763
C -0.947 -0.974 -0.019
O 0.281 -1.420 -0.488
C 1.310 -0.517 -0.442
O 2.431 -0.910 -0.646
H 0.946 2.372 1.103
H 1.353 0.832 1.746
H -2.810 -0.009 -0.354
H -1.707 -0.183 -1.821
H -1.050 -1.131 1.051
```

Computed properties:
**LUMO energy**: 0.0207 hartree
**Energy**: -9811.2736 eV
**Orbital gap**: 0.3504 Eh
**Highest occupied orbital energy**: -8.971 eV
**Net charge**: 0



The following is a quantum chemistry calculation of a 2-piece molecular cluster, C3H9IN2 overall at a distorted geometry, from the OMol25 dataset.

Structure (XYZ):
```
15
C3H9IN2 ωB97M-V with the def2-TZVPD basis set
C 1.513 1.125 1.755
C 0.462 0.229 1.948
C -0.685 0.168 -0.664
N -1.652 -1.752 -2.077
N -0.842 -1.175 -0.974
I 1.002 1.383 -1.646
H 2.447 0.640 2.071
H 1.211 2.162 2.027
H 1.756 1.315 0.591
H -0.617 0.458 1.718
H 0.725 -0.810 2.089
H -1.563 0.771 -1.063
H -2.586 -1.196 -2.189
H -1.038 -1.481 -2.833
H -0.133 -1.838 -0.753
```

Computed properties:
**LUMO energy (alpha / beta)**: -0.0333 / 0.0112 hartree
**Energy**: -14332.1717 eV
**Orbital gap (alpha / beta)**: 0.2404 / 0.3014 Eh
**Highest occupied orbital energy (alpha / beta)**: -7.448 / -7.898 eV
**Net charge**: 0



The following is a quantum chemistry calculation of a single C8H14P2 molecule at a distorted geometry, from the OMol25 dataset.

Structure (XYZ):
```
24
C8H14P2 ωB97M-V with the def2-TZVPD basis set
C -0.745 -2.132 -0.314
C 0.621 -2.182 -0.011
C -1.458 -0.982 -0.290
C 0.281 0.674 -0.384
C -3.300 0.281 0.860
C 3.651 0.824 0.120
C -2.892 -0.575 -0.386
C 2.948 -0.527 -0.029
P 1.185 -0.559 0.403
P -0.423 2.248 0.029
H -1.347 -3.085 -0.285
H 1.221 -3.040 0.015
H -4.365 0.791 0.712
H -2.553 1.095 1.085
H -3.239 -0.475 1.542
H 3.429 1.237 1.188
H 4.760 0.850 -0.108
H 3.068 1.456 -0.481
H -2.882 -0.147 -1.406
H -3.501 -1.420 -0.356
H 3.503 -1.193 0.587
H 2.924 -0.914 -1.107
H -0.770 2.701 -1.308
H 0.804 3.112 -0.203
```

Computed properties:
**LUMO energy (alpha / beta)**: -0.0156 / -0.0111 hartree
**Energy**: -27093.1671 eV
**Orbital gap (alpha / beta)**: 0.2397 / 0.2569 Eh
**Highest occupied orbital energy (alpha / beta)**: -6.949 / -7.293 eV
**Net charge**: 0



The following is a quantum chemistry calculation of a 3-piece molecular cluster, C2H11NO2S2 overall at a distorted geometry, from the OMol25 dataset.

Structure (XYZ):
```
18
C2H11NO2S2 ωB97M-V with the def2-TZVPD basis set
N -2.931 1.529 -0.044
C -2.396 1.116 -1.336
C -1.881 -0.282 -1.441
S -0.457 -0.496 -0.241
S 1.039 -0.808 -1.637
H -2.408 1.171 0.738
H -3.913 1.314 0.065
H -3.159 1.439 -2.058
H -1.531 1.774 -1.515
H -2.437 -1.191 -1.188
H -1.459 -0.385 -2.444
H 1.121 -2.126 -1.457
O 2.219 -2.308 6.613
H 2.474 -3.012 6.006
H 2.571 -1.511 6.185
O 2.818 2.711 -1.028
H 3.262 2.697 -1.885
H 2.806 1.767 -0.817
```

Computed properties:
**LUMO energy**: 0.0099 hartree
**SMILES**: NCCSS.O.O
**Energy**: -29507.4854 eV
**Orbital gap**: 0.3496 Eh
**Highest occupied orbital energy**: -9.244 eV
**Net charge**: 0



The following is a quantum chemistry calculation of C12H18CoN4OS as an isolated structure at a distorted geometry, from the OMol25 dataset.

Structure (XYZ):
```
37
C12H18CoN4OS ωB97M-V with the def2-TZVPD basis set
Co -0.018 0.190 0.214
C 1.372 -1.874 -3.483
C 1.031 -1.009 -2.338
N 0.155 -1.257 -1.409
N -0.586 -2.390 -1.381
C -1.349 -2.682 -0.313
N -2.096 -3.759 -0.276
S -1.302 -1.599 1.039
C 1.729 0.273 -2.160
C 2.630 0.791 -3.090
C 3.218 2.027 -2.851
C 2.914 2.705 -1.682
C 2.031 2.113 -0.785
N 1.448 0.943 -1.018
H 0.799 -2.796 -3.548
H 2.430 -2.148 -3.442
H 1.231 -1.323 -4.416
H -0.566 -3.013 -2.192
H -2.162 -4.423 -1.042
H -2.663 -3.971 0.540
H 2.879 0.243 -3.986
H 3.908 2.449 -3.571
H 3.350 3.668 -1.459
H 1.797 2.610 0.147
C -0.710 3.637 2.823
C -0.071 2.670 3.803
C 0.442 1.543 2.918
O -0.314 1.585 1.688
C -1.198 2.727 1.706
H 0.030 4.363 2.463
H -1.511 4.231 3.265
H -0.821 2.305 4.518
H 0.716 3.121 4.411
H 0.337 0.552 3.373
H 1.503 1.693 2.671
H -2.219 2.378 1.919
H -1.197 3.192 0.716
```

Computed properties:
**LUMO energy (alpha / beta)**: -0.4123 / -0.5535 hartree
**Energy**: -69176.6006 eV
**Multiplicity**: 5
**Orbital gap (alpha / beta)**: 0.3177 / 0.1694 Eh
**Highest occupied orbital energy (alpha / beta)**: -19.864 / -19.670 eV
**Net charge**: +3



The following is a quantum chemistry calculation of a 2-piece molecular cluster, C3H5NO2 overall at a distorted geometry, from the OMol25 dataset.

Structure (XYZ):
```
11
C3H5NO2 ωB97M-V with the def2-TZVPD basis set
C 1.426 0.169 0.090
C 0.182 0.149 0.833
N -0.192 -0.879 1.462
O -0.706 1.002 0.173
C -1.136 0.155 -0.874
O -1.523 -0.962 -0.651
H 2.166 -0.556 0.484
H 1.856 1.116 -0.217
H 0.517 -0.064 -1.110
H -1.201 -0.836 1.589
H -1.390 0.705 -1.780
```

Computed properties:
**LUMO energy**: -0.0133 hartree
**Energy**: -8773.5309 eV
**Orbital gap**: 0.3738 Eh
**Highest occupied orbital energy**: -10.534 eV
**Net charge**: 0